C25H47Br2CrNO3Si2 | ωB97M-V with the def2-TZVPD basis set

Cartesian coordinates (Å):
O (2.04642, 3.93542, 0.08222)
O (1.45833, 4.48112, -2.52943)
C (1.39916, 4.07125, 1.34897)
C (1.19089, 2.80129, 2.15375)
H (0.43905, 4.55491, 1.10580)
H (1.99160, 4.81125, 1.92288)
H (0.79847, 1.96921, 1.55012)
H (0.46574, 2.99210, 2.94825)
H (2.12303, 2.48168, 2.63035)
C (2.77726, 2.72236, -0.21010)
C (4.14212, 3.11888, -0.69342)
H (2.19766, 2.20487, -0.99354)
H (2.82899, 2.05084, 0.66556)
H (4.06394, 3.68877, -1.62407)
H (4.75242, 2.23005, -0.88018)
H (4.63905, 3.74032, 0.06362)
C (1.77213, 4.26784, -3.91555)
C (1.57903, 5.83789, -2.06689)
C (2.94478, 3.32836, -4.06134)
H (1.98211, 5.23530, -4.39984)
H (0.87383, 3.83845, -4.38062)
H (3.87178, 3.82531, -3.75709)
H (3.03866, 3.03670, -5.11004)
H (2.81644, 2.41587, -3.46963)
C (3.02529, 6.22792, -1.93503)
H (1.06739, 5.86272, -1.09363)
H (1.03903, 6.50364, -2.76246)
H (3.52399, 5.58721, -1.19953)
H (3.08608, 7.25651, -1.57713)
H (3.54271, 6.15141, -2.89984)
H (0.58345, 3.35335, -1.49994)
Cr (-1.70791, 0.75348, -0.85804)
C (-0.31459, 2.62843, -1.57223)
Si (-1.79673, 3.68966, -2.10165)
H (-0.00702, 1.92651, -2.36683)
H (-0.33399, 2.15964, -0.56046)
C (-2.05336, 5.01141, -0.78467)
C (-3.37219, 2.67053, -2.27921)
C (-1.56659, 4.50244, -3.78865)
C (-2.60824, 1.35805, 0.93334)
Si (-3.88683, 0.07149, 1.41582)
H (-3.03777, 2.38200, 0.90653)
H (-1.81736, 1.39828, 1.71555)
C (-5.49276, 0.36746, 0.48062)
C (-4.24060, 0.19372, 3.26399)
C (-3.44512, -1.71648, 1.01748)
H (-2.50924, 4.97340, -4.10731)
H (-1.29075, 3.79047, -4.57776)
H (-0.80098, 5.28867, -3.78089)
H (-2.48384, 4.56035, 0.12014)
H (-2.75029, 5.78710, -1.13636)
H (-1.11696, 5.50901, -0.49789)
H (-3.58913, 2.02863, -1.40465)
H (-3.33358, 2.05216, -3.18642)
H (-4.19418, 3.39232, -2.39525)
H (-4.22015, 1.24055, 3.59659)
H (-3.50283, -0.36202, 3.85931)
H (-5.23584, -0.21299, 3.49593)
H (-2.43912, -2.00913, 1.34813)
H (-3.52665, -1.93599, -0.05743)
H (-4.16650, -2.36595, 1.53893)
H (-6.30597, -0.15647, 1.00348)
H (-5.44474, -0.02273, -0.54520)
H (-5.74651, 1.43392, 0.43529)
Br (1.20318, -0.76217, 2.90435)
C (0.73582, -1.73395, 1.34488)
C (0.88691, -3.11962, 1.28637)
C (0.42786, -3.86360, 0.20070)
Br (0.59336, -5.77067, 0.25021)
C (-0.22892, -3.23588, -0.90585)
C (-0.89126, -3.89062, -1.96373)
C (-1.71142, -3.14617, -2.79752)
C (-1.86982, -1.77016, -2.63174)
N (-1.26675, -1.11486, -1.61235)
C (-0.37431, -1.81745, -0.84315)
C (0.10255, -1.05117, 0.27379)
O (-0.25116, 0.19212, 0.32488)
H (1.35407, -3.62366, 2.12292)
H (-0.77663, -4.96162, -2.08788)
H (-2.27497, -3.62766, -3.59650)
H (-2.46596, -1.15136, -3.30695)

Output
Frontier orbital gap (spin up / spin down) in eV: 6.560 / 6.989
LUMO energy (spin up / spin down) in eV: -0.5086 / -0.6203
HOMO (spin up / spin down) in Eh: -0.25975 / -0.27963
Calculated total energy in eV: -218581.7289
2S+1: 5
<S²>: 6.041
Relative energy (zero: lowest compared OMol25 entry of this formula, charge and spin) in eV: 0.702
F_max in Eh/bohr: 0.0561

C6H6NO3P2S | ωB97M-V with the def2-TZVPD basis set

Cartesian coordinates (Å):
C (0.01858, 1.33126, -1.20632)
C (0.12225, 0.51642, -0.08370)
C (-1.24925, 0.10433, 0.48086)
C (-2.26017, 0.65108, -0.28318)
C (-3.59109, 0.80778, 0.15569)
C (2.33096, -0.51478, -0.00342)
N (1.18196, 0.17934, 0.67271)
O (-4.46287, 1.50716, -0.31648)
O (-3.83366, 0.08642, 1.30668)
O (-1.36082, -0.68167, 1.39652)
P (3.62557, -0.64708, 1.23799)
P (2.42625, -0.71092, -1.84421)
S (-1.59573, 1.65421, -1.55171)
H (0.73917, 2.10315, -1.40106)
H (-3.09338, -0.39428, 1.74168)
H (2.73939, -0.72753, 2.43359)
H (3.89428, -1.94482, 0.98913)
H (1.12745, -1.39343, -1.87993)
H (3.24111, -1.92667, -1.84482)

Output
Frontier orbital gap (spin up / spin down) in eV: 5.848 / 5.734
LUMO energy (spin up / spin down) in eV: 3.1468 / 1.1588
HOMO (spin up / spin down) in Eh: -0.09927 / -0.16813
Calculated total energy in eV: -43361.9296
Total charge: -1
2S+1: 3
<S²>: 2.018
F_max in Eh/bohr: 0.0661

C22H40Cl6F6N4O8 | ωB97M-V with the def2-TZVPD basis set

Cartesian coordinates (Å):
C (1.51080, 15.20348, 3.83070)
C (2.92106, 15.27667, 4.40173)
O (3.92307, 15.08604, 3.39061)
C (4.23657, 13.85100, 3.10247)
O (3.68979, 12.86510, 3.48529)
C (5.46202, 13.81601, 2.16540)
F (6.03385, 15.00170, 2.01172)
F (6.36217, 12.98125, 2.67014)
F (5.10393, 13.35651, 0.94804)
H (0.76488, 15.63150, 4.49554)
H (1.25139, 14.14835, 3.71518)
H (1.47848, 15.65536, 2.84103)
H (3.04908, 14.51533, 5.17631)
H (3.14251, 16.22251, 4.89290)
C (4.03849, 17.27075, -4.87714)
C (4.26203, 17.26305, -6.37328)
O (5.50382, 17.88523, -6.73337)
C (5.45227, 19.16089, -7.05295)
O (4.50564, 19.87845, -6.98942)
C (6.82116, 19.70099, -7.53447)
F (6.76103, 19.88055, -8.86840)
F (7.08987, 20.86434, -6.96705)
F (7.82289, 18.85409, -7.28598)
H (4.87414, 16.75158, -4.40167)
H (3.13430, 16.69795, -4.65663)
H (3.94115, 18.26370, -4.44230)
H (3.44953, 17.73553, -6.92751)
H (4.28576, 16.23463, -6.73345)
Cl (2.86806, 17.47878, 1.07563)
C (3.85251, 17.40817, -0.38441)
Cl (4.24778, 19.06793, -0.88349)
Cl (2.99614, 16.60383, -1.69190)
H (4.79737, 16.91249, -0.21056)
Cl (8.59809, 18.03990, -3.35203)
C (7.19570, 18.93932, -2.72257)
Cl (6.46566, 19.90461, -4.01702)
Cl (7.66949, 19.99311, -1.40969)
H (6.48593, 18.17076, -2.45624)
C (1.83248, 21.51545, 0.07011)
N (1.23752, 22.82824, -0.09370)
C (0.28538, 23.21950, 0.90708)
C (1.57202, 23.66036, -1.12070)
O (1.19450, 24.81014, -1.21954)
H (1.07526, 20.72993, -0.03571)
H (2.26910, 21.43980, 1.07064)
H (2.61802, 21.35996, -0.66318)
H (0.76090, 23.33594, 1.88380)
H (-0.19930, 24.14753, 0.61979)
H (-0.49756, 22.45556, 0.97928)
H (2.20802, 23.16354, -1.86903)
C (-1.45510, 17.21442, -1.64370)
N (-1.35561, 16.91645, -3.05089)
C (-0.32876, 15.99027, -3.44653)
C (-2.05718, 17.61065, -3.98137)
O (-1.89613, 17.53936, -5.17796)
H (-2.26905, 17.92369, -1.49620)
H (-0.53592, 17.68008, -1.27736)
H (-1.65765, 16.30648, -1.07564)
H (-0.20451, 16.00805, -4.52375)
H (0.62044, 16.27178, -2.97693)
H (-0.57200, 14.98899, -3.08307)
H (-2.83694, 18.24941, -3.53050)
C (1.09474, 19.38633, -5.67815)
N (1.55068, 20.09369, -4.49564)
C (1.33224, 19.51447, -3.19801)
C (2.34883, 21.17986, -4.55225)
O (2.86544, 21.66982, -3.57671)
H (1.74397, 18.53240, -5.89644)
H (1.09351, 20.01703, -6.56675)
H (0.07307, 19.03413, -5.54113)
H (2.24875, 19.08377, -2.78559)
H (1.06202, 20.31132, -2.50260)
H (0.58005, 18.73197, -3.23673)
H (2.44941, 21.54971, -5.58332)
C (5.55696, 13.79860, -3.60521)
N (6.91272, 14.00621, -3.12669)
C (7.84841, 12.93564, -3.35895)
C (7.19103, 15.04597, -2.33356)
O (6.41077, 15.94431, -2.06202)
H (5.08548, 14.75127, -3.84145)
H (4.94116, 13.30401, -2.85696)
H (5.57889, 13.20698, -4.51820)
H (8.07255, 12.83062, -4.41926)
H (8.79405, 13.12848, -2.83979)
H (7.51756, 11.98587, -2.92784)
H (8.22020, 15.04779, -1.94576)

Output
Frontier orbital gap in eV: 9.038
Structure (SMILES): CCOC(=O)C(F)(F)F.CCOC(=O)C(F)(F)F.ClC(Cl)Cl.ClC(Cl)Cl.CN(C)C=O.CN(C)C=O.CN(C)C=O.CN(C)C=O
LUMO energy in eV: 0.1647
HOMO in Eh: -0.32607
Calculated total energy in eV: -137243.8070
2S+1: 1
Relative energy (zero: lowest compared OMol25 entry of this formula, charge and spin) in eV: 0.000
F_max in Eh/bohr: 0.0210

C12H16N5O | ωB97M-V with the def2-TZVPD basis set

Cartesian coordinates (Å):
C (1.25694, 0.40788, 0.92755)
C (0.64499, 1.27154, -0.15332)
C (-0.94697, 0.96930, -0.56660)
C (-1.88390, 2.31509, -0.44955)
C (-2.89925, 2.22120, -1.73321)
N (-4.14440, 1.48934, -1.28444)
O (-4.12946, 0.14507, -1.29012)
C (-3.74826, -0.40173, -2.60777)
N (-3.03111, -0.78097, -3.64604)
C (-4.08573, 1.72305, 0.24005)
N (-5.14685, 1.17014, 0.91905)
N (-2.85280, 2.46633, 0.70406)
H (0.54124, -0.33934, 1.51314)
H (2.41997, 0.40430, 1.17381)
H (1.29142, 2.09050, -0.68712)
H (-1.38759, 0.13061, 0.12790)
H (-1.03391, 0.60900, -1.70090)
H (-1.26511, 3.32453, -0.37178)
H (-3.30027, 3.34378, -1.79701)
H (-2.47938, 2.07370, -2.81531)
H (-6.02119, 1.70564, 1.16801)
H (-5.02304, 0.18467, 1.26746)
H (-3.14229, 3.47414, 0.87754)
N (3.86751, -1.41574, 0.31185)
C (3.81425, -2.61132, -0.31512)
C (4.40702, -3.76467, 0.17332)
C (5.10091, -3.68930, 1.37637)
C (5.17508, -2.47155, 2.04473)
C (4.54667, -1.37401, 1.47867)
H (3.26429, -2.61818, -1.25168)
H (4.32993, -4.69887, -0.37127)
H (5.57973, -4.57211, 1.78992)
H (5.70869, -2.37970, 2.98392)
H (4.57287, -0.40232, 1.96388)

Output
Frontier orbital gap in eV: 4.912
LUMO energy in eV: -6.6210
HOMO in Eh: -0.42384
Calculated total energy in eV: -22182.9981
Total charge: +1
2S+1: 1
Relative energy (zero: lowest compared OMol25 entry of this formula, charge and spin) in eV: 6.423
F_max in Eh/bohr: 0.2354

C18H22N2O5S | ωB97M-V with the def2-TZVPD basis set

Cartesian coordinates (Å):
C (-1.06609, -0.14056, -4.69387)
C (-2.38784, 0.59388, -4.52739)
C (-3.56709, -0.19485, -5.08334)
O (-2.57121, 0.78939, -3.11258)
C (-3.37314, 1.76556, -2.71723)
O (-3.92272, 2.55565, -3.43543)
C (-3.50327, 1.78362, -1.19434)
N (-2.88958, 0.63035, -0.58498)
C (-3.44292, -0.60689, -0.75581)
O (-4.48825, -0.85340, -1.28797)
S (-2.35956, -1.81063, -0.02739)
C (-1.18675, -0.57630, 0.44651)
C (-0.04859, -0.95104, 1.10113)
C (1.02185, -0.18648, 1.58521)
C (1.35792, 1.15983, 1.60673)
C (2.58575, 1.27384, 2.25350)
C (2.96250, -0.01768, 2.60652)
N (4.02976, -0.46860, 3.29795)
C (5.15150, 0.39932, 3.56767)
C (6.16615, 0.34618, 2.41220)
C (6.11643, -1.03476, 1.74560)
C (5.78710, -2.10490, 2.78353)
C (4.36012, -1.88209, 3.30824)
O (2.03448, -0.89725, 2.21193)
C (-1.64457, 0.73222, 0.03440)
O (-1.09611, 1.80693, 0.17938)
H (-0.85345, -0.28165, -5.74948)
H (-0.25836, 0.42958, -4.24176)
H (-1.12134, -1.11152, -4.20797)
H (-2.34656, 1.58396, -4.99965)
H (-3.41043, -0.39988, -6.13846)
H (-4.48462, 0.37653, -4.96700)
H (-3.67086, -1.13415, -4.54485)
H (-4.56568, 1.83065, -0.94118)
H (-2.99021, 2.66940, -0.80559)
H (0.05864, -2.01278, 1.28966)
H (0.76580, 1.94752, 1.19080)
H (3.12948, 2.17725, 2.43348)
H (5.61315, 0.04377, 4.49269)
H (4.79675, 1.41460, 3.73802)
H (5.93769, 1.11576, 1.67454)
H (7.16384, 0.54332, 2.80538)
H (7.06961, -1.25212, 1.26387)
H (5.34476, -1.04512, 0.97272)
H (5.85771, -3.09957, 2.34385)
H (6.50956, -2.05004, 3.59935)
H (4.26381, -2.26448, 4.33116)
H (3.63793, -2.40431, 2.67975)

Output
Frontier orbital gap in eV: 6.906
Structure (SMILES): CC(C)OC(=O)CN1C(=O)S/C(=C/c2ccc(N3CCCCC3)o2)C1=O
LUMO energy in eV: -0.2125
HOMO in Eh: -0.26159
Calculated total energy in eV: -43076.7282
2S+1: 1
Relative energy (zero: lowest compared OMol25 entry of this formula, charge and spin) in eV: 0.000
F_max in Eh/bohr: 0.0222

C2H3BrCl2Si | ωB97M-V with the def2-TZVPD basis set

Cartesian coordinates (Å):
Cl (-1.46788, 0.05145, -2.76254)
Si (-1.47639, 0.14452, -0.77078)
Cl (-3.37791, -0.15413, -0.26104)
C (-0.14784, 0.06496, 0.38307)
C (1.24723, -0.13418, 0.31151)
Br (2.72585, 1.06698, 1.42190)
H (-0.52561, 0.13444, 1.32767)
H (1.28353, -1.03514, 0.99873)
H (1.73901, -0.13891, -0.64851)

Output
Frontier orbital gap in eV: 8.087
Structure (SMILES): Cl[Si](Cl)=CCBr
LUMO energy in eV: -0.4905
HOMO in Eh: -0.31522
Calculated total energy in eV: -105087.8659
2S+1: 1
Relative energy (zero: lowest compared OMol25 entry of this formula, charge and spin) in eV: 3.159
F_max in Eh/bohr: 0.0813

C2H5PSi | ωB97M-V with the def2-TZVPD basis set

Cartesian coordinates (Å):
C (-1.57359, 0.89700, -0.00020)
C (-1.79031, -0.38776, 0.11945)
Si (2.48479, 0.16652, 0.00062)
P (0.04091, -0.02312, -0.07374)
H (-1.99985, 1.87679, -0.01081)
H (-2.56589, -1.11082, 0.25632)
H (2.64385, -1.28809, -0.29917)
H (2.65624, 0.06293, 1.47392)
H (0.10385, -0.19344, -1.46640)

Output
Frontier orbital gap (spin up / spin down) in eV: 6.540 / 7.573
LUMO energy (spin up / spin down) in eV: 0.9650 / -2.0433
HOMO (spin up / spin down) in Eh: -0.20489 / -0.35338
Calculated total energy in eV: -19314.4782
2S+1: 3
<S²>: 2.010
Relative energy (zero: lowest compared OMol25 entry of this formula, charge and spin) in eV: 0.462
F_max in Eh/bohr: 0.0332